Entry from the OMol25 dataset: a cluster of 2 separate species, C20H35N2O3 in total at a distorted geometry (the ωB97M-V functional and the def2-TZVPD basis).

```
60
Properties=species:S:1:pos:R:3:lowdin_charge:R:1
C -2.75 -2.05 -1.16 -0.117
C -2.69 -1.87 -2.78 -0.238
C -2.57 -0.30 -3.14 -0.206
C -1.71 -0.03 -4.48 -0.217
C -0.27 0.63 -4.18 -0.224
C 0.93 -0.29 -4.73 -0.216
C 0.92 -1.67 -3.89 -0.190
C 2.34 -1.99 -3.17 -0.206
C 2.36 -1.54 -1.61 -0.210
C 2.80 0.00 -1.57 -0.215
C 2.33 0.78 -0.26 -0.205
C 2.30 -0.16 1.08 -0.216
C 2.51 0.83 2.32 -0.241
C 1.90 0.28 3.71 -0.201
C 2.11 1.44 4.80 -0.202
C 0.77 2.03 5.42 -0.185
C -0.46 2.49 4.55 -0.011
C -1.54 3.04 5.44 -0.075
N -1.44 3.10 6.84 -0.106
N -0.46 2.70 7.67 -0.026
C 0.59 2.18 6.91 -0.118
H -3.47 -2.89 -0.88 0.071
H -3.16 -1.05 -0.75 0.076
H -1.71 -2.26 -0.73 0.058
H -1.85 -2.47 -3.26 0.074
H -3.67 -2.33 -3.18 0.109
H -2.12 0.27 -2.24 0.102
H -3.62 0.13 -3.28 0.112
H -2.33 0.68 -5.15 0.102
H -1.52 -0.98 -5.09 0.104
H -0.16 0.86 -3.06 0.099
H -0.27 1.66 -4.70 0.103
H 0.85 -0.47 -5.87 0.110
H 1.90 0.32 -4.59 0.091
H 0.15 -1.60 -3.04 0.095
H 0.71 -2.54 -4.60 0.110
H 3.11 -1.30 -3.69 0.096
H 2.71 -3.06 -3.33 0.099
H 3.11 -2.16 -1.01 0.101
H 1.32 -1.71 -1.13 0.111
H 2.27 0.51 -2.47 0.087
H 3.93 0.11 -1.80 0.120
H 1.30 1.26 -0.33 0.111
H 3.12 1.59 -0.03 0.106
H 3.13 -0.96 1.00 0.111
H 1.31 -0.73 1.15 0.111
H 3.59 1.16 2.44 0.117
H 1.90 1.78 2.08 0.109
H 0.83 -0.11 3.63 0.115
H 2.58 -0.60 4.02 0.111
H 2.65 2.32 4.29 0.108
H 2.82 1.11 5.65 0.108
H -0.50 2.45 3.42 0.093
H -2.49 3.42 4.94 0.121
H -2.24 3.53 7.33 0.141
H 1.49 1.82 7.54 0.108
C -5.89 -1.86 -0.22 -1.041
O -5.38 -2.37 0.79 0.009
O -6.36 -2.50 -1.20 0.028
O -6.00 -0.61 -0.42 0.030
```

Output
strongest force on any atom	4.8	eV/A
charge	-1
HOMO energy	-1.794	eV
HOMO-LUMO gap	1.5	eV